A:
DFT (ωB97M-V/def2-TZVPD) results for a molecular structure, C6H5NO3.

Results
- Kohn-Sham gap (Ha) = 0.3447

Geometry as ORCA input:
```
! wB97M-V def2-TZVPD RIJCOSX def2/J DEFGRID3
* xyz 0 1
O 0.124 2.249 -0.214
O 2.450 0.964 0.197
O 2.470 -1.288 -0.227
N -1.557 -1.494 0.013
C 0.462 -0.198 -0.069
C -2.374 -0.401 0.029
C -0.395 0.978 -0.128
C -0.257 -1.316 -0.120
C -1.831 0.861 -0.094
C 1.879 -0.027 -0.043
H 3.651 -1.199 0.117
H -2.869 1.841 0.178
H -3.337 -0.561 0.091
H 0.390 -2.447 0.110
H 1.195 2.037 0.159
*
```

Atom charges from the Löwdin analysis, given in e for atoms 1 to 5:
1. O -0.0062
2. O 0.1444
3. O -0.0157
4. N 0.0538
5. C -0.1213

B:
DFT (ωB97M-V/def2-TZVPD) results for a single C6H5NO3 molecule.

Results
- SMILES string = O=C1C=CC=C/C1=N\OO
- Kohn-Sham gap (Ha) = 0.2841

Geometry as ORCA input:
```
! wB97M-V def2-TZVPD RIJCOSX def2/J DEFGRID3
* xyz 0 1
O -0.519 -3.497 0.496
O 0.676 -2.641 0.635
O 0.583 0.169 -2.535
N 0.555 -1.786 -0.402
C 0.169 0.373 -1.400
C -0.558 2.096 0.170
C 0.468 0.096 1.084
C -0.432 1.700 -1.261
C -0.093 1.277 1.378
C 0.447 -0.518 -0.247
H -0.615 2.322 -2.129
H -0.044 1.673 2.425
H -0.511 -3.766 -0.417
H -0.797 3.116 0.369
H 0.671 -0.615 1.833
*
```

Atom charges from the Löwdin analysis, given in e for atoms 1 to 5:
1. O 0.0170
2. O -0.1053
3. O 0.0864
4. N 0.0836
5. C -0.3623

Most stable structure, least stable structure: A, B.

A:
DFT (ωB97M-V/def2-TZVPD) results for a single C4H3FN2O molecule.

Results
- SMILES string = Oc1ncc(F)cn1
- Kohn-Sham gap (Ha) = 0.3672

Geometry as ORCA input:
```
! wB97M-V def2-TZVPD RIJCOSX def2/J DEFGRID3
* xyz 0 1
F 1.208 -2.002 1.439
O -1.310 1.891 -1.177
N -0.370 1.103 0.759
N -0.259 -0.070 -1.288
C -0.617 0.953 -0.527
C 0.352 0.196 1.396
C 0.413 -1.004 -0.628
C 0.715 -0.959 0.732
H -1.417 1.516 -2.057
H 0.698 -1.922 -1.133
H 0.588 0.298 2.485
*
```

Atom charges from the Löwdin analysis, given in e for atoms 1 to 5:
1. F 0.0571
2. O 0.1011
3. N 0.1510
4. N 0.1418
5. C -0.4801

B:
DFT (ωB97M-V/def2-TZVPD) results for a single C4H3FN2O molecule.

Results
- SMILES string = N#C[C@@H]1NC(=O)[C@@H]1F
- Kohn-Sham gap (Ha) = 0.4065

Geometry as ORCA input:
```
! wB97M-V def2-TZVPD RIJCOSX def2/J DEFGRID3
* xyz 0 1
F 0.454 -0.814 -1.468
O 1.634 2.094 -0.297
N -0.105 0.966 0.990
N -2.518 -1.621 -0.034
C -0.239 -0.498 0.835
C 0.823 -0.362 -0.275
C -1.536 -1.062 0.301
C 0.896 1.165 0.002
H -0.344 1.466 1.916
H 0.092 -1.014 1.804
H 1.791 -0.750 0.004
*
```

Atom charges from the Löwdin analysis, given in e for atoms 1 to 5:
1. F 0.0752
2. O 0.0932
3. N 0.1003
4. N 0.1532
5. C -0.2147

C:
DFT (ωB97M-V/def2-TZVPD) results for a single C4H3FN2O molecule.

Results
- Kohn-Sham gap (alpha / beta) (Ha) = 0.2820 / 0.2615

Geometry as ORCA input:
```
! wB97M-V def2-TZVPD RIJCOSX def2/J DEFGRID3
* xyz 0 1
F 1.440 2.119 -0.019
O -0.193 2.187 -1.932
N -1.493 0.424 -1.070
N -1.156 -0.677 -0.605
C -0.349 -1.216 0.052
C 0.415 1.258 0.062
C -0.483 1.369 -1.093
C 0.279 -1.927 0.937
H -0.014 -2.848 1.578
H 0.122 1.101 1.136
H 1.432 -1.789 0.954
*
```

Atom charges from the Löwdin analysis, given in e for atoms 1 to 5:
1. F 0.0488
2. O 0.1158
3. N 0.1140
4. N 0.0684
5. C -0.2029

Most stable structure, least stable structure: A, C.

A:
DFT (ωB97M-V/def2-TZVPD) results for 3 unconnected molecules or ions with the total composition C4H14N2O2.

Results
- SMILES string = CCC/N=C\N.O.O
- Kohn-Sham gap (Ha) = 0.3771

Geometry as ORCA input:
```
! wB97M-V def2-TZVPD RIJCOSX def2/J DEFGRID3
* xyz 0 1
O 2.086 1.368 -2.007
O -1.501 -0.109 -2.571
N -0.390 1.185 0.019
N 0.798 1.454 2.035
C -0.934 -0.110 0.406
C 0.107 -1.218 0.557
C -0.527 -2.592 0.323
C 0.359 1.848 0.795
H 1.245 1.466 -1.537
H 0.725 2.808 0.450
H -1.519 -0.026 1.330
H 0.496 -1.274 1.574
H -1.637 -0.370 -0.366
H 0.232 -3.378 0.307
H 2.740 1.764 -1.424
H -1.188 0.118 -3.452
H -1.162 0.620 -2.027
H -1.196 -2.862 1.143
H -1.134 -2.606 -0.578
H 0.925 -1.025 -0.130
H 0.184 0.831 2.536
H 1.290 2.108 2.619
*
```

Atom charges from the Löwdin analysis, given in e for atoms 1 to 5:
1. O -0.0681
2. O -0.0687
3. N -0.0056
4. N 0.1090
5. C -0.2545

B:
DFT (ωB97M-V/def2-TZVPD) results for 2 unconnected molecules or ions with the total composition C4H14N2O2.

Results
- SMILES string = NC[C@H](N)CCO.O
- Kohn-Sham gap (Ha) = 0.3728

Geometry as ORCA input:
```
! wB97M-V def2-TZVPD RIJCOSX def2/J DEFGRID3
* xyz 0 1
O 1.475 -0.651 3.048
O -3.405 2.272 -0.721
N -0.788 -0.346 -2.563
N 1.656 -0.995 -1.028
C 1.650 0.004 1.852
C -0.868 -0.357 -1.101
C 0.366 -0.225 1.094
C 0.525 -0.081 -0.438
H -1.632 0.376 -0.753
H -1.737 -0.107 -2.862
H 1.432 -1.314 -1.936
H 2.186 -1.241 3.265
H 2.511 -0.441 1.335
H -2.805 1.563 -0.850
H -0.123 -1.189 1.419
H -0.392 0.495 1.266
H -3.050 2.856 -0.079
H 1.749 -1.708 -0.343
H 1.937 1.044 2.038
H -1.381 -1.297 -0.754
H -0.251 0.370 -3.039
H 0.878 0.965 -0.632
*
```

Atom charges from the Löwdin analysis, given in e for atoms 1 to 5:
1. O -0.0594
2. O -0.0203
3. N -0.0181
4. N 0.0511
5. C -0.2947

Most stable structure, least stable structure: A, B.

A:
DFT (ωB97M-V/def2-TZVPD) results for 3 unconnected molecules or ions with the total composition C4H14NO3.

Results
- Kohn-Sham gap (Ha) = 0.3930

Geometry as ORCA input:
```
! wB97M-V def2-TZVPD RIJCOSX def2/J DEFGRID3
* xyz 1 1
O 0.230 -2.319 2.083
O 1.116 -0.858 -0.010
O -1.520 -2.142 -1.263
N -0.994 0.391 -1.455
C 0.431 1.873 -0.064
C -0.920 1.178 -0.113
C 1.556 1.381 0.773
C 1.848 -0.104 0.586
H -1.297 0.913 -2.262
H 0.081 2.867 0.278
H 0.710 2.170 -1.106
H 2.459 1.994 0.704
H -0.035 0.060 -1.616
H 1.250 1.262 1.891
H -0.971 0.504 0.750
H -1.796 -2.578 -2.085
H -0.256 -2.814 1.398
H -1.687 2.009 -0.335
H -0.824 -2.552 -0.738
H 2.692 -0.467 1.175
H -1.576 -0.489 -1.318
H -0.498 -2.276 2.729
*
```

Atom charges from the Löwdin analysis, given in e for atoms 1 to 5:
1. O -0.0562
2. O 0.0120
3. O -0.0287
4. N 0.1422
5. C -0.2293

B:
DFT (ωB97M-V/def2-TZVPD) results for 2 unconnected molecules or ions with the total composition C4H14NO3.

Results
- Kohn-Sham gap (Ha) = 0.4315

Geometry as ORCA input:
```
! wB97M-V def2-TZVPD RIJCOSX def2/J DEFGRID3
* xyz 1 1
O 2.510 -0.514 0.094
O -1.989 0.404 -0.094
O -0.177 -1.087 -2.958
N 0.079 -1.117 -0.461
C -1.172 0.468 2.107
C 0.276 0.328 -0.120
C -0.898 0.982 0.654
C 1.663 0.551 0.525
H -0.902 -1.258 -0.723
H -0.835 -0.501 2.444
H 0.190 0.835 -1.077
H 1.483 0.416 1.602
H 0.344 -0.418 -3.438
H -0.735 1.163 2.828
H 0.358 -1.694 0.333
H -0.866 2.054 0.436
H 0.653 -1.286 -1.279
H 3.372 -0.189 -0.178
H -2.828 0.621 0.318
H -2.271 0.481 2.250
H 2.061 1.546 0.346
H -0.316 -1.785 -3.610
*
```

Atom charges from the Löwdin analysis, given in e for atoms 1 to 5:
1. O -0.0449
2. O -0.0719
3. O -0.0324
4. N 0.2043
5. C -0.0164

Most stable structure, least stable structure: B, A.